8
Properties=species:S:1:pos:R:3:forces:R:3 method="wB97M-V/def2-TZVPD" largest_force_ev_per_a=4.2 orbital_gap_ev=9.85 de_lowest_kcal_mol=43.1
C 0.185 -0.146 -0.664 -1.22 1.42 1.99
C -1.562 -0.130 0.127 3.94 0.61 -1.36
O 1.005 0.388 0.034 -0.65 -1.41 -1.93
S -1.224 0.221 1.880 0.19 -0.48 -0.24
Cl -2.087 1.392 -0.752 -0.38 -1.09 0.34
Cl -2.419 -1.611 -0.310 0.05 0.87 0.27
H 0.305 -0.424 -1.774 -0.42 0.13 1.42
H 0.185 0.224 1.866 -1.51 -0.05 -0.49